Entry 1:
A molecular structure, C33H28BrFMoN5O4SbSe4. Source: OMol25; level of theory: ωB97M-V/def2-TZVPD.

Calculated values
Relative energy (zero: lowest compared OMol25 entry of this formula, charge and spin) ... 51.2 kcal/mol
Multiplicity ... 1
Total charge ... 0

Structure (XYZ):
```
78
Properties=species:S:1:pos:R:3:mulliken_charge:R:1
Mo 2.14978 0.90344 -1.94973 -0.855
Br -4.39469 1.60729 -1.64393 -0.215
C -2.73060 1.08567 -2.41040 -0.221
C -2.40340 -0.27214 -2.42540 -0.317
C -1.15968 -0.66881 -2.85668 -0.644
C -0.16833 0.28377 -3.20336 0.168
O 1.02962 -0.09546 -3.49920 -0.829
C -0.55744 1.66360 -3.24201 0.476
C 0.43363 2.63617 -3.61220 0.146
N 1.68919 2.37569 -3.45609 0.690
C 2.73555 3.20358 -3.84845 -0.177
C 2.67725 4.51413 -4.26295 -0.575
C 3.85492 5.17502 -4.64269 -0.945
C 5.06570 4.53594 -4.61837 -0.838
C 5.15837 3.19100 -4.20112 1.251
C 6.36575 2.46263 -4.13160 -0.732
C 6.32253 1.14901 -3.76330 -0.851
C 5.09310 0.57077 -3.40802 -0.408
N 3.95882 1.23498 -3.36622 0.265
C 3.98020 2.53039 -3.80282 0.642
C -1.85246 2.04062 -2.86283 -0.375
H -3.13781 -1.00202 -2.10830 0.459
H -0.88731 -1.71547 -2.89643 0.521
H 0.11226 3.58414 -4.03845 0.322
H 1.73449 5.04488 -4.25888 0.351
H 3.79531 6.20889 -4.95708 0.380
H 5.97326 5.04845 -4.91369 0.403
H 7.30480 2.95296 -4.35783 0.418
H 7.21067 0.53994 -3.68828 0.425
H 5.06414 -0.46923 -3.11367 0.711
H -2.11959 3.08903 -2.85233 0.388
F 0.45161 -3.93316 1.64426 -0.374
C -0.18887 -2.75212 1.70253 -0.169
C 0.23714 -1.72662 0.90565 -0.194
C -0.39848 -0.48670 0.98525 0.907
C 0.02486 0.59097 0.15513 1.041
O 0.93730 0.37817 -0.69220 1.000
C -0.56179 1.85643 0.32118 0.103
C -1.56348 1.99288 1.23044 -0.177
N -2.02653 0.97171 1.99257 0.530
C -3.00510 1.22631 3.01733 -0.395
C -4.43007 0.78397 2.83233 -0.409
C -4.07841 2.24116 2.80541 -0.992
C -1.44822 -0.28104 1.90002 -0.846
C -1.88261 -1.35603 2.67440 -0.371
C -1.26480 -2.59854 2.57989 -1.458
N -1.78437 -3.66433 3.36440 0.320
C -1.82929 -3.53224 4.81159 -0.706
C -3.18510 -4.11856 5.28972 -0.716
N -3.72125 -4.91962 4.14911 -0.129
C -2.69300 -5.88821 3.66175 -0.609
C -1.57353 -5.05256 2.97740 -0.768
C -0.07938 3.05885 -0.48032 -0.234
O -0.81113 4.05162 -0.50052 -0.793
O 1.04967 2.91438 -1.02967 -0.209
H 1.09192 -1.87752 0.24921 0.340
H -2.02867 2.96014 1.35697 0.718
H -2.59218 1.14524 4.01711 0.568
H -4.95745 0.38808 3.69096 0.291
H -4.69267 0.33113 1.88459 0.214
H -4.34410 2.86015 3.64996 0.243
H -4.13840 2.74196 1.84870 0.305
H -2.71247 -1.23855 3.35760 0.774
H -1.73474 -2.48834 5.09434 0.519
H -1.00121 -4.07692 5.27967 0.312
H -3.91219 -3.34298 5.52447 0.409
H -3.06774 -4.76813 6.15407 0.367
H -3.81785 -4.23875 3.38342 0.370
H -4.61288 -5.35834 4.36347 0.306
H -3.15567 -6.58153 2.96400 0.350
H -2.32259 -6.44711 4.51837 0.323
H -1.64820 -5.13273 1.89619 0.451
H -0.59372 -5.43553 3.27233 0.493
Se 3.70262 -1.45758 2.22707 -0.629
Sb 4.57302 -0.66539 0.12132 0.611
Se 2.95429 -1.36320 -1.82653 -0.564
Se 3.66696 1.78247 -0.38574 -0.505
Se 6.87076 -0.90214 -0.54687 -0.651
```



Entry 2:
A molecular structure, C17H19BMnN6O3. Source: OMol25; level of theory: ωB97M-V/def2-TZVPD.

Calculated values
Multiplicity ... 6
Total charge ... +2
Energy ... -65001.632 eV

Structure (XYZ):
```
47
Properties=species:S:1:pos:R:3:lowdin_spin:R:1
C -1.89749 -1.21588 -1.98731 0.007
N -1.40273 -0.04853 -1.50304 -0.069
N -1.93602 0.99143 -2.24628 -0.003
C -2.61458 0.47117 -3.28419 0.020
C -2.62497 -0.91591 -3.14673 0.005
B -1.48605 2.43815 -1.85321 0.002
N -1.73270 2.70156 -0.33479 0.001
N -1.23261 1.83745 0.62821 -0.072
C -1.59580 2.34389 1.83620 -0.002
C -2.25810 3.57240 1.64159 0.001
C -2.29671 3.77036 0.25945 0.013
Mn 0.08274 0.39332 -0.27447 3.858
N 0.04991 2.56476 -2.09254 0.010
N 0.94185 1.75640 -1.40681 0.074
C 2.19723 2.13056 -1.77622 0.018
C 2.09798 3.14908 -2.74072 0.011
C 0.72825 3.39587 -2.89941 0.017
H 3.07891 1.67541 -1.33068 0.000
H 0.17049 4.09141 -3.50389 0.001
H 2.89655 3.65352 -3.25624 0.001
H -2.09055 3.22811 -2.50591 0.000
H -2.61215 4.59864 -0.35286 0.001
H -3.00046 1.08741 -4.08432 0.001
H -2.64240 4.24475 2.38196 -0.001
H -3.06357 -1.61699 -3.82365 0.000
H -1.41939 1.83585 2.77957 0.000
H -1.73836 -2.18006 -1.50695 0.000
H 1.66059 0.97575 1.27262 0.003
C 1.42897 0.43815 2.21222 0.010
H 1.20060 1.20144 2.96065 0.000
H 0.54572 -0.22832 2.12426 0.004
H 2.27856 -0.19440 2.49934 0.000
O -0.52755 -4.16735 0.34973 0.195
C 0.36688 -3.92604 1.33644 0.210
C 0.21533 -4.46834 2.62339 0.083
C 1.16315 -4.20557 3.60882 0.054
C 2.26163 -3.37555 3.34405 0.255
C 2.40244 -2.80120 2.06936 0.011
C 1.45812 -3.08199 1.08869 0.140
C 1.49884 -2.53337 -0.31579 0.008
O 2.00159 -3.19979 -1.21325 0.047
O 0.89563 -1.40381 -0.46113 0.075
H -0.11054 -3.94531 -0.51615 0.002
H -0.63381 -5.10246 2.83706 0.001
H 1.06049 -4.64599 4.60350 0.000
H 2.99653 -3.15628 4.12720 0.010
H 3.23756 -2.13369 1.83224 -0.002
```



Entry 3:
A molecular structure, C3H2FHgMgO2. Source: OMol25; level of theory: ωB97M-V/def2-TZVPD.

Calculated values
Relative energy (zero: lowest compared OMol25 entry of this formula, charge and spin) ... 95.9 kcal/mol
Multiplicity ... 2
Total charge ... +2

Structure (XYZ):
```
10
Properties=species:S:1:pos:R:3:lowdin_spin:R:1
O 0.14391 0.21995 -0.48750 0.172
C -0.71644 -0.26789 -1.35951 0.456
O -0.33933 -0.08002 -2.55637 0.289
Hg -0.34488 2.63782 -1.71461 -0.024
Mg -1.58178 1.77648 1.60893 0.075
C 0.79192 -0.79408 0.37051 0.006
C -0.11656 -1.22297 1.44527 0.011
H 1.70578 -0.39700 0.84114 -0.001
H 1.06926 -1.69024 -0.20861 0.003
F -0.61189 -0.18203 2.06075 0.013
```



Entry 4:
A single C6H11N molecule. Source: OMol25; level of theory: ωB97M-V/def2-TZVPD.

Calculated values
SMILES ... C=C(/C=N/C)CC
Relative energy (zero: lowest compared OMol25 entry of this formula, charge and spin) ... 31.7 kcal/mol
Multiplicity ... 1
Total charge ... 0

Structure (XYZ):
```
18
Properties=species:S:1:pos:R:3:mulliken_charge:R:1
C 0.69111 1.73467 -0.15324 -0.941
C 0.40420 0.42487 -0.19816 0.614
C -0.96022 0.00271 0.20924 -0.247
N -2.02914 0.58219 -0.21603 -0.484
C -3.25495 -0.04224 0.27127 -0.813
C 1.34156 -0.65970 -0.64263 -0.511
C 2.63143 -0.73485 0.16088 -1.069
H 1.66226 2.11295 -0.45273 0.277
H -0.04688 2.46490 0.16879 0.312
H -0.99207 -0.87292 0.88383 0.387
H -3.28428 -0.07012 1.36536 0.310
H -3.36598 -1.05786 -0.12466 0.306
H -4.11383 0.54282 -0.07142 0.292
H 1.58039 -0.50717 -1.70233 0.302
H 0.84090 -1.63419 -0.58353 0.325
H 3.25267 -1.55723 -0.20948 0.335
H 2.42755 -0.91583 1.22115 0.303
H 3.21523 0.18702 0.07372 0.301
```



Entry 5:
A molecular structure, C33H47Ge2MnN2O4S2Si. Source: OMol25; level of theory: ωB97M-V/def2-TZVPD.

Calculated values
Relative energy (zero: lowest compared OMol25 entry of this formula, charge and spin) ... 0.0 kcal/mol
Multiplicity ... 2
Total charge ... -1

Structure (XYZ):
```
92
Properties=species:S:1:pos:R:3:lowdin_spin:R:1
Mn 0.22676 -0.67791 0.10275 1.155
C -2.67001 0.10905 3.10958 0.000
C -2.90485 -0.02319 1.60488 -0.007
Ge -1.55529 0.96161 0.53024 -0.022
C -2.47122 1.67987 -1.06875 -0.003
C -3.57589 2.65642 -0.65922 -0.001
C -1.10282 2.51235 1.62422 -0.004
C 0.19326 2.71934 1.87018 -0.010
Ge 1.39034 1.42089 0.93880 -0.050
C 2.15285 2.48684 -0.56656 -0.009
C 3.64862 2.32001 -0.82361 -0.001
C 2.83306 0.89191 2.18669 -0.008
C 3.32020 1.93879 3.18572 -0.002
C 0.63253 3.82672 2.75607 -0.002
C 1.56059 4.78456 2.34349 -0.001
C 1.94642 5.81531 3.18669 0.000
C 1.42173 5.90628 4.46951 -0.001
C 0.50187 4.95838 4.89514 0.000
C 0.10932 3.93328 4.04612 -0.001
H -3.39254 -0.48280 3.67816 0.000
H -2.75303 1.14696 3.44051 0.000
H -1.67378 -0.24530 3.38063 0.000
H -3.89895 0.34737 1.33152 -0.001
H -2.86896 -1.07023 1.31081 0.000
H -2.87625 0.84289 -1.64221 0.000
H -1.73808 2.18931 -1.69845 0.000
H -4.27656 2.20079 0.04546 0.000
H -4.15702 2.99583 -1.52139 0.000
H -3.15876 3.54037 -0.17301 0.000
H -1.85285 3.18456 2.04980 0.000
H 1.92592 3.53506 -0.35801 -0.001
H 1.57825 2.22921 -1.46050 0.000
H 4.23512 2.54794 0.07080 0.000
H 3.99731 2.98279 -1.62224 0.000
H 3.89096 1.29773 -1.11081 0.000
H 3.66334 0.55443 1.56307 0.000
H 2.45770 0.00771 2.70847 0.000
H 3.71299 2.82810 2.68585 0.000
H 4.12198 1.53426 3.81100 -0.001
H 2.52510 2.27333 3.85179 0.000
H 1.98450 4.71876 1.34954 0.000
H 2.66536 6.54917 2.84227 0.000
H 1.73023 6.70594 5.13138 0.000
H 0.09028 5.01309 5.89580 0.000
H -0.59886 3.18501 4.38171 0.000
C 4.83589 -1.77117 -4.98416 0.000
Si 4.31060 -1.69397 -3.18343 -0.001
C 4.22091 -3.43693 -2.51955 -0.001
C 5.58238 -0.69932 -2.23942 0.000
C 2.61727 -0.87981 -3.13061 -0.001
C 1.98250 -0.42535 -4.27999 0.000
C 0.70877 0.12459 -4.22676 -0.001
C 0.06039 0.16267 -3.00929 0.000
N 0.64133 -0.26132 -1.88714 -0.005
C 1.89425 -0.73419 -1.93619 0.000
S 2.47706 -1.06968 -0.33589 -0.030
H 5.79913 -2.28215 -5.06145 0.000
H 4.95297 -0.77641 -5.42074 0.000
H 4.11572 -2.32745 -5.58886 0.000
H 5.19834 -3.92085 -2.59991 0.000
H 3.49772 -4.03040 -3.08334 0.000
H 3.91618 -3.44390 -1.47191 -0.001
H 6.57346 -1.14793 -2.35167 0.000
H 5.33711 -0.66707 -1.17688 0.000
H 5.63119 0.32849 -2.60585 0.000
H 2.48560 -0.50064 -5.23770 0.000
H 0.21040 0.48534 -5.11541 0.000
H -0.95194 0.52096 -2.91795 0.000
C -7.30410 -4.31045 0.41252 0.000
C -5.94309 -3.90902 -0.09045 0.000
C -5.64402 -2.57916 -0.36557 0.000
C -4.38236 -2.20757 -0.80762 0.000
C -3.40282 -3.17394 -0.97381 0.000
C -3.68616 -4.50833 -0.71710 0.000
C -4.94992 -4.86745 -0.27820 0.000
S -1.77602 -2.68213 -1.50484 0.000
O -1.17018 -3.88121 -2.03527 -0.002
O -1.98036 -1.56630 -2.39853 0.000
N -1.03273 -2.16354 -0.19261 -0.014
C -1.01031 -3.10034 0.93572 -0.002
C -0.44319 -2.39937 2.16767 0.003
O -0.61238 -2.87089 3.27626 0.011
O 0.22280 -1.30842 1.91019 0.014
H -8.00610 -3.47888 0.35650 0.000
H -7.25250 -4.63544 1.45383 0.000
H -7.71069 -5.13966 -0.16908 0.000
H -6.40779 -1.82144 -0.23145 0.000
H -4.15149 -1.17423 -1.02906 0.000
H -2.91471 -5.25053 -0.87362 0.000
H -5.16962 -5.90987 -0.07501 0.000
H -0.36226 -3.95921 0.72704 -0.001
H -1.99810 -3.48891 1.19272 0.000
```